[1]
A structure of composition C3H7DyFO2 in a non-equilibrium geometry, computed with ωB97M-V/def2-TZVPD.

Geometry (Å):
Dy1 1.5730 -1.8620 0.6830
F1 -0.4790 -2.4221 1.3271
O1 1.7502 0.2126 1.0118
C1 1.0913 1.3638 0.6067
C2 -0.2737 1.1451 -0.0455
O2 -0.2281 0.3187 -1.1825
C3 -0.7308 -1.0255 -1.0817
H1 1.7156 1.9124 -0.1298
H2 0.9167 2.0534 1.4596
H3 -0.6674 2.1187 -0.3773
H4 -0.9713 0.7131 0.6999
H5 -1.1887 -2.0163 -1.3170
H6 -1.0783 -1.6919 0.2620
H7 -1.4295 -0.8198 -1.9164

Expectation value of S²: 9.741
Spin multiplicity: 6
Charge: +1
Kohn-Sham gap (spin up / spin down) (eV): 8.2 / 5.7

These are the Löwdin partial charges, in e, on atoms 1 to 2: 1.63, -0.53

[2]
A cluster of 2 separate species, C3H7F2N in total in a non-equilibrium geometry, computed with ωB97M-V/def2-TZVPD.

Geometry (Å):
C1 -0.6450 0.2679 1.3282
C2 -1.0637 -0.5435 0.3987
C3 -1.7631 -0.0690 -0.7856
H1 0.1436 -0.0387 2.0826
H2 -0.8140 1.3448 1.2930
H3 -1.0923 -1.6236 0.5471
H4 -1.0548 0.0922 -1.5660
H5 -2.2998 0.8890 -0.6749
H6 -2.4653 -0.7913 -1.1864
F1 3.4180 1.0921 -0.7819
N1 2.8847 -0.2603 -0.6219
F2 2.8306 -0.2480 0.8565
H7 1.9212 -0.1117 -0.8895

SMILES: C=CC.FNF
Energy above the lowest of the compared OMol25 structures with the same formula, charge and spin (kJ/mol): 540.7
Kohn-Sham gap (eV): 10.7

These are the natural (NBO) partial charges, in e, on atoms 1 to 2: -0.39, -0.20

[3]
A cluster of 2 separate species, C3H7F2N in total in a non-equilibrium geometry, computed with ωB97M-V/def2-TZVPD.

Geometry (Å):
H1 -1.7392 -0.4426 2.2166
N1 -1.2649 -0.8477 1.4165
C1 -1.1579 -0.3039 0.3246
C2 -1.6684 1.0800 -0.0690
F1 -0.6174 -0.9560 -0.7196
H2 -0.8294 1.2488 -0.9161
H3 -1.7780 1.9036 0.7140
H4 -2.7103 0.9631 -0.5220
C3 2.3951 -0.6017 -0.5027
F2 1.8339 0.4808 0.1727
H5 3.4036 -0.5542 -0.1803
H6 2.3069 -0.4139 -1.5911
H7 1.8261 -1.5563 -0.3435

SMILES: [H]/N=C(\C)F.CF
Energy above the lowest of the compared OMol25 structures with the same formula, charge and spin (kJ/mol): 167.9
Kohn-Sham gap (eV): 11.1

These are the natural (NBO) partial charges, in e, on atoms 1 to 2: 0.38, -0.69

Total energy
In order: -34107.4251 -10144.4377 -10148.3016
Unit: eV